Here is one molecule with the formula C8H12NP at a distorted geometry from the Open Molecules 2025 dataset. Energies are from wB97M-V/def2-TZVPD.

Geometry as XYZ:
```
22
Properties=species:S:1:pos:R:3:forces:R:3:nbo_charge:R:1
P 1.8818 -0.5753 0.5321 -1.13 0.99 -1.12 0.467
N -0.3023 0.7908 -1.1050 0.13 -0.43 1.03 -0.477
C -0.7447 -1.0805 -3.0722 1.64 -0.51 -1.05 -0.162
C -1.5833 0.0234 -3.0122 0.71 -0.85 0.10 -0.270
C -0.4209 -0.5316 2.2295 4.45 -0.57 3.28 -0.600
C 0.8354 1.6465 2.1118 -0.28 -0.74 0.61 -0.626
C 0.2932 -1.1966 -2.1337 0.87 -1.18 -0.58 -0.306
C -1.2940 0.8861 -1.9806 -0.49 2.97 -0.18 0.042
C 0.9793 0.1142 2.0660 0.21 -0.55 0.21 -0.446
C 0.4782 -0.2991 -1.1229 -0.19 0.77 2.48 0.090
H -0.6086 -1.7729 -3.9443 -0.90 0.70 0.85 0.224
H 1.6152 -0.2667 2.9886 -0.90 0.80 -1.93 0.223
H -2.2942 0.3164 -3.7671 -0.24 -0.32 0.01 0.228
H 1.1057 -1.9179 -2.2516 -0.65 -0.33 -0.14 0.218
H 0.4450 1.8832 3.1110 0.05 0.14 -0.17 0.201
H 1.6178 -1.9039 0.9645 -0.27 -0.04 -0.61 -0.039
H 1.7771 2.1604 2.0078 0.29 0.25 -0.28 0.212
H 0.0917 1.9816 1.3862 0.29 0.02 -0.12 0.230
H -0.9748 -0.5724 1.4197 -2.79 0.41 -4.01 0.205
H -1.8297 1.8994 -1.9970 0.63 -1.55 0.34 0.188
H -0.2285 -1.5533 2.5172 -0.20 -0.53 0.26 0.199
H -0.8394 -0.0318 3.0522 -1.23 0.56 1.00 0.201
```
Forces are in eV/Å.

## Properties
max |F|	5.56	eV/Å
HOMO-LUMO gap	9.49	eV
HOMO	-8.57	eV
E_tot	-708.0589	hartree
energy above the lowest of the compared OMol25 structures with the same formula, charge and spin	0.815	eV
lowest unoccupied orbital energy	0.920	eV
SMILES	CC(C)Pc1ccccn1